Here is a structure of composition C36H10Cl5F15GeN3O2RhS from the OMol25 dataset. Energies are from ωB97M-V/def2-TZVPD.

Output
**LUMO level**: -0.0307 hartree
**HOMO level**: -8.39 eV
**Maximum force**: 0.63 eV/A
**E**: -219793.882 eV

```
! wB97M-V def2-TZVPD RIJCOSX def2/J DEFGRID3
* xyz 0 1
Rh 0.291 -0.159 -1.974
O -1.300 -3.788 -2.730
C -1.040 -2.624 -2.464
N 0.119 -1.985 -2.630
C 1.328 -2.658 -3.034
C 2.465 -1.665 -3.040
C 3.748 -2.027 -3.423
C 4.761 -1.088 -3.390
C 4.478 0.204 -2.969
C 3.187 0.505 -2.595
N 2.208 -0.404 -2.643
C -2.093 -1.684 -1.902
C -3.405 -2.078 -1.753
C -4.322 -1.166 -1.247
C -3.901 0.115 -0.927
C -2.569 0.448 -1.112
N -1.691 -0.440 -1.572
H 1.225 -3.091 -4.036
H 1.573 -3.485 -2.358
H 3.937 -3.046 -3.734
H 5.766 -1.362 -3.681
H 5.243 0.966 -2.919
H 2.908 1.484 -2.229
H -3.667 -3.090 -2.030
H -5.357 -1.450 -1.111
H -4.585 0.855 -0.539
H -2.174 1.430 -0.893
Cl 1.339 6.091 -5.263
C 1.072 4.827 -4.127
C 0.546 3.610 -4.540
Cl 0.154 3.346 -6.194
C 0.332 2.601 -3.610
Cl -0.337 1.073 -4.136
C 0.616 2.742 -2.239
O 0.411 1.817 -1.358
C 1.169 3.987 -1.858
Cl 1.585 4.178 -0.199
C 1.384 5.004 -2.775
Cl 2.053 6.498 -2.250
F 2.288 0.459 3.758
C 1.581 1.499 3.291
C 0.517 1.291 2.430
C -0.123 2.426 1.971
F -1.132 2.310 1.092
C 0.225 3.702 2.365
F -0.426 4.764 1.894
C 1.282 3.868 3.243
F 1.644 5.086 3.627
C 1.969 2.760 3.706
F 2.995 2.916 4.542
Ge 0.036 -0.499 1.777
S 1.221 -0.882 -0.015
C 0.538 -1.822 3.154
C 1.264 -2.985 2.959
F 1.737 -3.316 1.756
C 1.541 -3.863 3.996
F 2.246 -4.971 3.773
C 1.079 -3.589 5.269
F 1.339 -4.425 6.267
C 0.341 -2.441 5.500
F -0.112 -2.172 6.724
C 0.085 -1.592 4.443
F -0.639 -0.487 4.694
C -1.918 -0.740 1.720
C -2.404 -1.883 1.104
F -1.555 -2.707 0.478
C -3.743 -2.225 1.104
F -4.173 -3.315 0.472
C -4.645 -1.400 1.753
F -5.940 -1.694 1.745
C -4.196 -0.263 2.401
F -5.066 0.523 3.034
C -2.846 0.044 2.388
F -2.470 1.131 3.067
*
```